64
Properties=species:S:1:pos:R:3:forces:R:3:mulliken_spin:R:1 method="wB97M-V/def2-TZVPD" e_lumo_ha="-0.14242 / -0.13211" total_charge=+1 multiplicity=2 largest_force_ev_per_a=3.032 gap_ev="5.7636 / 6.0322" molar_mass_g_mol=561.10 homo_ev="-9.64 / -9.63"
H 1.837 -5.573 2.461 0.00 0.00 0.01 0.00
H 0.648 -3.598 2.434 0.03 -0.03 0.00 0.00
H -0.522 3.680 -2.583 0.00 0.01 0.02 0.00
H -3.954 -3.385 -2.653 -0.02 0.01 0.00 0.00
H 0.469 5.739 -2.449 0.00 -0.01 -0.02 0.00
H 2.330 6.404 -1.197 -0.03 0.00 -0.01 0.00
H 1.617 2.137 2.658 0.05 -0.01 -0.04 0.00
H 2.504 0.662 2.214 0.00 0.06 0.02 0.00
H 1.175 -1.651 3.276 0.00 0.00 -0.01 0.00
H -4.414 -1.104 -1.709 0.01 0.01 0.02 0.00
C 1.332 2.498 0.087 0.20 0.55 -0.12 0.01
C 2.364 -2.395 -0.327 0.33 -0.42 0.03 -0.04
C -0.573 1.159 -2.829 0.04 -0.01 -0.12 -0.01
H 1.629 -0.811 -4.655 0.06 0.04 -0.04 0.00
C -2.009 -3.457 -1.748 -0.29 -0.11 -0.07 0.00
Cl -1.637 -5.039 -2.314 0.03 0.01 0.01 0.00
H 2.895 3.119 1.330 -0.03 0.04 0.00 0.00
C 1.449 -3.663 1.707 0.15 -0.30 0.17 0.02
H 4.669 -4.935 -0.565 0.00 -0.02 -0.02 0.00
H -0.001 -0.922 -2.738 -0.17 -0.11 -0.04 0.02
C -3.226 -2.864 -2.046 0.25 0.04 0.11 0.00
C 1.585 -2.506 0.914 -0.11 0.39 0.15 0.02
C 0.493 -1.154 2.579 -0.20 0.05 0.06 0.00
H 3.403 0.570 -3.543 0.03 -0.02 0.04 0.00
C 2.517 0.234 -3.000 -0.07 -0.18 -0.01 0.01
C 1.394 0.058 -4.034 -0.02 0.02 0.18 0.00
C 3.803 -4.486 -0.092 -0.20 -0.03 0.09 -0.01
C 2.592 4.692 -0.010 -0.14 0.26 -0.24 0.00
N -1.304 -1.536 -0.531 -0.09 0.06 -0.84 0.03
C 3.386 -3.299 -0.680 -0.01 0.13 -0.02 0.03
C 0.555 2.557 -1.165 -0.08 -0.30 0.08 0.01
N 0.043 1.381 -1.521 -0.38 -0.16 -0.33 -0.02
C 0.459 0.353 2.885 0.16 -0.08 -0.12 0.02
H 2.883 -1.880 -2.915 0.00 -0.02 0.04 0.00
H 2.276 1.009 -2.278 0.07 0.15 -0.05 -0.01
N 2.115 -1.305 -1.045 -2.31 0.79 0.78 -0.05
Ru 0.386 -0.180 -0.263 2.81 1.12 -0.16 0.93
C 3.264 -5.203 0.960 0.13 -0.23 -0.02 0.02
C -1.079 -2.773 -0.989 0.16 0.14 0.30 0.00
H 0.582 0.482 3.961 -0.07 0.04 0.01 0.00
H 3.734 -6.148 1.199 0.01 0.01 -0.03 0.00
H -1.658 1.077 -2.715 0.01 0.03 0.03 0.00
H -0.377 1.989 -3.512 -0.05 -0.02 -0.01 0.00
H -0.512 0.769 2.608 0.00 0.06 0.07 0.00
H -0.693 -0.423 -4.277 -0.01 0.03 0.00 0.00
C -0.019 -0.117 -3.474 0.16 0.21 0.03 0.01
C -2.498 -0.973 -0.782 0.08 -0.04 0.20 0.00
H -0.512 -1.567 2.750 0.08 -0.04 0.06 0.00
H 3.955 -0.899 -1.908 -0.01 -0.09 0.00 0.00
C 2.914 -1.024 -2.228 -0.08 0.30 -0.20 0.00
C 1.535 1.170 2.157 0.02 -0.07 0.16 -0.01
C 0.879 4.991 -1.781 -0.16 -0.20 -0.10 0.00
C 2.276 3.445 0.503 -0.20 -0.37 -0.04 0.00
N 1.137 1.366 0.772 -0.68 -1.36 -0.48 0.05
H 3.969 -3.012 -1.544 0.03 0.00 0.09 0.01
C 2.164 -4.847 1.726 0.00 0.36 -0.08 0.00
H 3.429 5.187 0.467 -0.01 0.01 0.02 0.00
H 1.403 0.930 -4.693 -0.02 -0.04 -0.06 0.00
N 0.942 -1.388 1.226 0.24 -0.96 0.46 -0.01
H -2.667 0.001 -0.341 0.06 0.09 -0.15 -0.01
C 0.282 3.749 -1.863 0.13 0.26 0.02 -0.01
C 1.956 5.406 -1.010 0.27 0.04 0.27 0.00
H -0.134 -3.230 -0.728 0.04 0.02 -0.13 -0.01
C -3.471 -1.599 -1.530 -0.19 -0.10 0.00 0.00